[1]
{"formula": "C19H45N5O12Zn2", "method": "the ωB97M-V functional and the def2-TZVPD basis", "homo_lumo_gap_ev": 3.4, "e_lumo_ev": -4.163, "de_lowest_kcal_mol": 452.99, "species": ["Zn", "Zn", "C", "O", "O", "O", "C", "O", "O", "O", "C", "O", "N", "N", "H", "H", "H", "H", "C", "O", "C", "C", "N", "C", "C", "O", "C", "H", "H", "H", "H", "H", "H", "H", "H", "H", "H", "H", "H", "H", "H", "H", "C", "O", "C", "C", "N", "C", "C", "O", "C", "H", "H", "H", "H", "H", "H", "H", "H", "H", "H", "H", "H", "H", "H", "H", "C", "C", "C", "O", "C", "N", "H", "H", "H", "H", "H", "H", "H", "H", "H", "H", "H"], "coordinates": [[11.109862, 8.654336, -17.124407], [12.037986, 8.069776, -12.139171], [14.250933, 10.135998, -14.976248], [14.223351, 9.700053, -16.128461], [14.548737, 9.363688, -14.074141], [13.028738, 10.227850, -14.769950], [9.003902, 6.558919, -14.426215], [8.618305, 7.152014, -15.454254], [8.871119, 7.138009, -13.338143], [10.219928, 6.399743, -14.530922], [3.635036, 9.691291, -13.208282], [2.518703, 10.258998, -13.013465], [4.207217, 8.937821, -12.340986], [4.231702, 9.739825, -14.308694], [5.117297, 8.591761, -12.609460], [3.793827, 8.781426, -11.432829], [5.159505, 9.346377, -14.375650], [3.845858, 10.259886, -15.083775], [13.585241, 6.050190, -9.645105], [12.563191, 6.935798, -9.227216], [12.356944, 7.112855, -7.793761], [11.580666, 8.463240, -7.471689], [11.899361, 9.421575, -8.443944], [10.867657, 10.488499, -8.501851], [10.853923, 11.455551, -7.230343], [10.368786, 10.794689, -6.067338], [10.520272, 11.527443, -4.863922], [13.575974, 5.026220, -9.271625], [14.545020, 6.484793, -9.365744], [13.502513, 6.069420, -10.731793], [13.303193, 7.217181, -7.262877], [11.900201, 6.256284, -7.297997], [11.953960, 8.775228, -6.496278], [10.502044, 8.324456, -7.398043], [12.749871, 9.906085, -8.194969], [9.901668, 9.988833, -8.574661], [10.969470, 11.122500, -9.382638], [10.083892, 12.213206, -7.375665], [11.836165, 11.909066, -7.097596], [10.290361, 10.859257, -4.034006], [9.870579, 12.402645, -4.868042], [11.554205, 11.871459, -4.836687], [11.759190, 7.118609, -20.218271], [10.950874, 8.308431, -20.017616], [10.441950, 8.867983, -21.245526], [9.307509, 9.768949, -20.890300], [9.842477, 10.702843, -19.884397], [8.731135, 11.559663, -19.459947], [9.232892, 12.803604, -18.729522], [10.054360, 13.660421, -19.586729], [9.401610, 14.165218, -20.760082], [11.103188, 6.369675, -20.661958], [12.007653, 6.952206, -19.170095], [12.584785, 7.273359, -20.912928], [10.140620, 8.069533, -21.923607], [11.237943, 9.413377, -21.752521], [8.476202, 9.168571, -20.520739], [8.901795, 10.184005, -21.812920], [10.498458, 11.362539, -20.277583], [8.099807, 11.018798, -18.754972], [8.020290, 11.733282, -20.267826], [9.874401, 12.554576, -17.884208], [8.402580, 13.251440, -18.183506], [8.670608, 14.922075, -20.475673], [9.065555, 13.439184, -21.500375], [10.141994, 14.780543, -21.271269], [3.087664, 2.848067, -15.077967], [3.516797, 1.756331, -16.021027], [2.362840, 0.868607, -16.488604], [1.959690, 0.054924, -15.404846], [0.835504, -0.787001, -15.591681], [3.924201, 2.498240, -17.219095], [2.541777, 3.714804, -15.450601], [3.915444, 3.178066, -14.450301], [2.383106, 2.480526, -14.331913], [4.400354, 1.339351, -15.537770], [2.727334, 0.253004, -17.310963], [1.462586, 1.340975, -16.881679], [1.182515, -1.531629, -16.308063], [0.063960, -0.161802, -16.041066], [0.459073, -1.337467, -14.729480], [4.816792, 2.925852, -17.017739], [3.438692, 3.367936, -17.386455]], "atomic_forces_ev_per_a": [[-0.1, 0.2, 0.0], [-0.1, 0.0, 0.0], [-2.6, -7.4, -1.2], [3.1, 2.3, -4.9], [4.9, 0.5, 4.6], [-5.4, 4.5, 1.4], [1.6, 7.6, -1.0], [-3.0, -2.0, -2.1], [-2.6, -1.6, 3.3], [4.0, -3.9, -0.1], [-7.4, 2.7, 2.8], [1.7, -0.8, -0.1], [2.2, -2.5, 3.4], [3.5, 0.7, -6.4], [-0.2, -0.4, 0.9], [0.3, 0.1, -0.3], [-0.2, 0.2, -0.6], [0.2, -0.1, 0.3], [0.2, 0.9, 0.1], [-0.9, -0.3, 1.6], [0.2, 0.8, -0.5], [0.8, -2.5, 0.5], [-0.9, 2.7, -1.4], [0.2, 0.3, 1.6], [-1.5, -0.9, -0.8], [0.5, -0.9, 0.0], [0.3, -0.1, -1.0], [-0.5, -0.1, 0.2], [0.3, 0.0, 0.0], [0.2, -0.3, 0.0], [0.6, 0.0, -0.4], [-0.4, -0.2, -0.4], [-0.3, -0.2, 0.4], [0.1, -0.1, -0.1], [0.4, -0.2, -0.2], [-0.1, 0.1, 0.0], [0.3, -0.1, 0.0], [0.3, 0.7, -0.7], [0.2, 0.0, 0.2], [0.0, 0.2, -0.1], [-0.2, 0.1, 0.2], [0.2, 0.1, 0.5], [-1.5, 1.4, 0.3], [0.3, -0.3, -1.3], [0.7, -1.0, 0.6], [1.0, -0.2, 0.1], [-2.1, 0.6, -0.3], [0.2, -0.2, 1.2], [0.5, -0.1, -0.7], [-1.2, -0.7, 0.2], [0.9, 1.0, 0.6], [0.1, -0.5, 0.3], [0.7, -0.9, -0.4], [0.3, 0.2, 0.3], [-0.2, -0.2, -0.1], [0.2, 0.2, 0.0], [0.1, 0.1, 0.7], [0.1, 0.7, -0.2], [0.5, -0.3, -0.5], [0.1, -0.3, 0.4], [0.1, 0.7, -0.4], [0.4, -0.4, -0.4], [-0.4, 0.9, -0.7], [-0.7, -0.4, 0.0], [-0.3, -0.3, 0.4], [0.4, -0.2, 0.0], [-1.1, -0.2, 2.7], [-1.5, 2.9, -1.0], [0.2, -1.7, 0.7], [0.3, -0.1, 1.9], [0.9, 0.5, -1.7], [1.9, -0.1, -1.2], [0.3, -0.1, -0.7], [0.2, 0.3, -0.3], [-0.1, -0.4, 0.3], [-0.4, -1.1, -0.6], [0.2, -0.2, -0.2], [0.2, 1.0, 0.0], [-0.5, -0.4, -0.3], [-0.5, -0.3, 0.0], [0.5, 0.6, 0.4], [0.7, -0.4, -0.1], [-1.1, -0.3, 0.2]]}

---

[2]
{"formula": "C5H11N", "method": "the ωB97M-V functional and the def2-TZVPD basis", "homo_lumo_gap_ev": 10.5, "e_lumo_ev": 1.179, "smiles": "C=CCCCN", "de_lowest_kcal_mol": 23.45, "species": ["C", "C", "C", "C", "C", "N", "H", "H", "H", "H", "H", "H", "H", "H", "H", "H", "H"], "coordinates": [[2.525522, 1.382920, 0.265375], [1.937027, 0.342978, 0.851147], [0.444175, 0.209938, 0.988374], [-0.186068, -0.531412, -0.179521], [-1.706455, -0.468978, -0.249579], [-2.166501, -0.598701, -1.646521], [3.603086, 1.445433, 0.205733], [1.846566, 2.078782, -0.222370], [2.574916, -0.300809, 1.463944], [0.226555, -0.288821, 1.933052], [-0.007278, 1.203594, 1.041781], [0.126628, -1.592856, -0.176487], [0.232914, -0.242142, -1.153360], [-2.057873, 0.509404, 0.076525], [-2.147157, -1.209747, 0.427539], [-2.094528, -1.573689, -1.919509], [-3.151534, -0.365898, -1.706126]], "atomic_forces_ev_per_a": [[-0.8, -0.8, -0.2], [0.6, 0.7, 1.1], [0.1, 0.0, -0.2], [0.3, -1.2, -0.7], [-0.1, 0.3, -0.3], [0.0, -0.4, 0.3], [-0.1, 0.3, 0.0], [0.6, 0.3, -0.2], [-0.2, -0.3, -0.5], [-0.2, -0.1, 0.0], [0.1, 0.1, 0.0], [-0.1, 0.2, 0.4], [-0.2, 0.7, 0.3], [0.1, 0.1, 0.2], [0.0, 0.0, 0.0], [0.0, 0.1, -0.2], [0.0, 0.0, 0.0]]}

---

[3]
{"formula": "FFeH2N2O2S", "method": "the ωB97M-V functional and the def2-TZVPD basis", "homo_lumo_gap_ev": [7.6, 7.6], "s2": 8.763, "e_lumo_ev": [-13.080, -13.860], "multiplicity": 6, "total_charge": 2, "species": ["N", "N", "S", "O", "O", "F", "H", "H", "Fe"], "coordinates": [[-0.599667, -1.292395, 0.322114], [-1.339452, -0.228468, -0.082710], [-0.224514, 1.045392, -0.400418], [1.073608, 0.662927, 0.280404], [-0.733355, 2.225039, 0.111761], [0.005777, 1.217329, -1.910266], [-0.490064, -1.327697, 1.344631], [0.301363, -1.243338, -0.210268], [2.006304, -1.058790, 0.544751]], "atomic_forces_ev_per_a": [[-0.2, 0.3, -0.3], [1.3, 0.0, 0.0], [-0.7, 1.7, 0.0], [1.1, -1.5, -1.1], [-0.6, 0.7, 0.3], [0.2, -1.1, 1.0], [-0.8, -0.6, 0.0], [-0.8, -1.2, 0.0], [0.5, 1.6, 0.2]]}

---

[4]
{"formula": "C2H6N2O", "method": "the ωB97M-V functional and the def2-TZVPD basis", "homo_lumo_gap_ev": 9.5, "e_lumo_ev": 0.770, "smiles": "CN(C)N=O", "de_lowest_kcal_mol": 133.81, "species": ["C", "N", "C", "N", "O", "H", "H", "H", "H", "H", "H"], "coordinates": [[-1.149241, -0.892341, 0.025739], [0.247733, -0.241595, -0.028145], [0.407019, 1.170806, 0.049867], [1.185514, -1.043462, -0.100715], [2.297611, -0.566249, 0.028352], [-1.217109, -2.008801, -0.297287], [-1.309841, -0.749986, 1.196421], [-1.751900, -0.102764, -0.710855], [0.858927, 1.530901, -0.731574], [1.001105, 1.155771, 0.781793], [-0.569820, 1.747719, -0.213597]], "atomic_forces_ev_per_a": [[0.3, 2.5, 0.3], [-5.5, -1.3, -1.9], [-7.6, -0.9, -2.9], [2.1, -2.7, 0.3], [1.4, 0.6, -0.2], [0.6, 2.3, 0.5], [-0.9, -0.5, -2.7], [0.8, -2.6, 2.3], [3.6, 1.3, -4.6], [4.1, 2.3, 6.7], [1.2, -1.1, 2.2]]}

---

[5]
{"formula": "C4H9N2", "method": "the ωB97M-V functional and the def2-TZVPD basis", "homo_lumo_gap_ev": [8.0, 8.0], "e_lumo_ev": [-4.482, -4.482], "de_lowest_kcal_mol": 127.83, "total_charge": 1, "species": ["C", "C", "C", "C", "N", "N", "H", "H", "H", "H", "H", "H", "H", "H", "H"], "coordinates": [[-1.891267, -1.227286, 0.179728], [0.129059, 0.172123, 0.898450], [0.525995, -1.289805, -0.444663], [2.491786, 0.064090, 0.219711], [1.285656, -0.294464, 0.300218], [-0.683111, -0.768910, 0.266354], [-2.055591, -1.977404, -0.567971], [-2.754384, -0.763319, 0.623314], [0.028651, 0.685490, 1.877230], [0.785666, 1.498636, -1.814167], [0.472225, -0.984414, -1.566066], [0.741926, -2.304388, -0.270805], [2.953633, 0.686973, 0.875286], [3.114275, -0.664736, -0.462053], [0.689066, 1.972161, -1.249044]], "atomic_forces_ev_per_a": [[0.6, 0.7, -0.5], [-0.6, 0.0, 1.2], [-1.2, 2.3, -2.9], [1.9, -4.5, -3.3], [-1.7, 0.6, 0.8], [0.3, -0.5, 0.4], [0.0, -0.4, -0.1], [0.2, 0.2, 0.5], [-0.1, -0.4, -1.1], [0.0, 0.1, 0.0], [0.2, -0.9, 1.9], [0.4, -1.2, 0.4], [0.9, 2.1, 1.6], [-1.0, 1.9, 1.4], [0.0, 0.0, 0.0]]}

---

[6]
{"formula": "C5H10O2", "method": "the ωB97M-V functional and the def2-TZVPD basis", "homo_lumo_gap_ev": 10.1, "e_lumo_ev": 0.927, "smiles": "C[C@@]1(CCO)CO1", "de_lowest_kcal_mol": 116.07, "species": ["C", "C", "C", "C", "O", "C", "O", "H", "H", "H", "H", "H", "H", "H", "H", "H", "H"], "coordinates": [[-1.750291, -1.569034, 0.214287], [-0.716192, -0.486654, -0.288849], [0.991803, -0.255376, -0.517662], [2.081072, 0.485825, 0.402285], [2.056116, 1.897632, 0.410737], [-1.347085, 0.819753, -0.483142], [-0.500456, 0.673611, 0.628890], [-2.054580, -2.247109, -0.596896], [-1.392449, -2.195073, 1.035270], [-2.700151, -1.109992, 0.569054], [1.013023, 0.321626, -1.442199], [1.367931, -1.252860, -0.615782], [3.052178, 0.237931, -0.068448], [2.134124, 0.087344, 1.427036], [1.172921, 2.143458, 0.695365], [-2.329167, 0.986337, -0.053105], [-1.078802, 1.462589, -1.316846]], "atomic_forces_ev_per_a": [[0.8, 0.0, -0.1], [1.8, 1.3, 2.0], [-0.6, -1.4, -1.0], [-0.6, -0.7, -0.2], [-0.3, -0.3, -0.2], [-0.2, 0.7, -0.1], [-1.9, 1.0, 1.7], [0.3, 0.3, 0.0], [0.3, 0.1, -0.1], [0.9, 0.1, -0.3], [0.1, -0.4, -0.3], [0.6, -0.6, -0.8], [-0.6, -0.1, 0.0], [-0.3, 0.0, -0.2], [-0.2, 0.1, 0.1], [-0.4, -0.3, -0.9], [0.3, 0.2, 0.2]]}

---

[7]
{"formula": "C4H3NO", "method": "the ωB97M-V functional and the def2-TZVPD basis", "homo_lumo_gap_ev": 9.6, "e_lumo_ev": -0.802, "smiles": "C=C(C#N)C=O", "de_lowest_kcal_mol": 43.17, "species": ["C", "C", "C", "N", "C", "O", "H", "H", "H"], "coordinates": [[-1.167326, -0.353016, -0.492954], [0.062420, 0.074736, -0.179886], [1.183049, 0.030152, -1.164961], [1.394638, 1.007236, -1.752425], [0.480979, 0.196114, 1.248644], [-0.274875, 0.060646, 2.171916], [-1.759522, -0.834110, 0.271687], [-1.478443, -0.525736, -1.510211], [1.559081, 0.343977, 1.408189]], "atomic_forces_ev_per_a": [[0.8, -0.6, 0.0], [-0.6, -2.5, 0.6], [-1.5, 2.7, 0.4], [1.5, -0.3, -1.3], [0.1, -0.5, 0.1], [-0.1, 0.2, -0.1], [-0.5, 1.0, 0.4], [0.2, 0.0, -0.2], [0.1, 0.2, 0.0]]}